[1]
Formula: C9H28Si4
Source: OMol25
Level of theory: the ωB97M-V functional and the def2-TZVPD basis

```
41
Properties=species:S:1:pos:R:3:forces:R:3:nbo_charge:R:1
C -2.7462 1.2708 -1.5828 2.0 -0.3 0.0 -1.0590
C -1.1119 3.3673 0.0218 -0.4 -1.0 -0.2 -1.0725
C -0.0631 2.2584 -2.6341 0.5 0.2 -0.2 -1.1181
C 2.6317 -0.6926 1.6257 1.2 -0.8 0.2 -1.1314
C 1.9122 2.2095 1.8465 0.2 0.8 -1.0 -1.1172
C 0.5510 -0.0260 3.5709 0.4 2.1 -0.9 -1.0762
C -1.4100 -2.2363 -2.3422 1.1 1.2 0.4 -1.0662
C 1.2631 -3.0988 -1.2986 -0.1 1.8 0.6 -1.0723
C -0.8164 -3.2593 0.5808 0.5 0.0 0.4 -1.1007
Si -0.9688 1.7803 -1.0459 -1.8 1.4 -0.7 1.2478
Si 1.2353 0.4757 1.8168 1.4 -0.8 1.7 1.3081
Si -0.2657 -2.0939 -0.7716 0.1 -2.5 -1.0 1.2601
Si -0.1406 0.0760 0.1269 -0.3 -1.1 -0.4 -0.2412
H -3.0724 2.1077 -2.1192 -0.7 1.4 -1.0 0.2235
H -2.8075 0.4319 -2.2586 0.2 -0.4 -0.1 0.2299
H -3.4055 1.1261 -0.7804 -0.9 -0.3 1.3 0.2314
H -0.2792 3.9303 -0.2917 1.1 1.1 -0.6 0.2269
H -0.9298 3.2786 1.0879 -0.6 -0.2 0.2 0.2351
H -2.0208 3.9298 -0.2335 0.2 -0.2 0.3 0.2413
H 0.9838 1.9671 -2.4013 -0.4 -0.2 -0.8 0.2335
H -0.5440 1.6625 -3.4631 1.0 0.6 0.6 0.2439
H 0.0310 3.3539 -2.9070 -0.6 -1.2 0.4 0.2491
H 2.1810 -1.7121 1.6292 0.6 0.5 0.3 0.2357
H 3.3625 -0.5046 2.4411 -0.6 -0.6 0.0 0.2343
H 3.2796 -0.6344 0.7597 -0.2 0.2 -0.6 0.2346
H 1.3120 2.9161 2.3930 -0.1 0.2 0.7 0.2415
H 2.9724 2.3026 2.1003 -0.2 -0.2 0.5 0.2472
H 1.8876 2.6488 0.8375 -0.1 -0.4 -0.1 0.2371
H -0.4609 0.3424 3.5508 -0.5 1.0 0.4 0.2269
H 1.1886 0.5190 4.3024 -0.6 -0.1 -0.3 0.2313
H 0.3441 -0.9675 3.9920 0.6 -1.8 -0.2 0.2437
H -2.4333 -1.9342 -2.1614 -0.3 -0.3 0.0 0.2315
H -0.9987 -1.4660 -3.0044 -0.1 0.2 -0.1 0.2227
H -1.2869 -3.1319 -2.9506 -0.3 -0.3 0.6 0.2409
H 1.0447 -3.7573 -2.0754 -0.8 -1.0 -1.6 0.2299
H 1.6828 -3.7334 -0.5447 0.4 0.1 0.8 0.2329
H 1.9602 -2.3938 -1.6853 1.2 0.3 -0.3 0.2197
H -0.1644 -3.1711 1.4672 -0.1 -0.2 -0.4 0.2324
H -1.7142 -2.8210 0.8643 -2.1 0.6 1.1 0.2197
H -1.0458 -4.3093 0.3429 0.5 0.4 -0.2 0.2425
H -1.1375 -0.0115 1.1942 -1.2 -0.2 0.1 -0.0804
```
Positions in Å, forces in eV/Å.

## Properties
- electronic energy (eV) = -41297.8035

=====

[2]
Formula: C9H29BF2NO10
Source: OMol25
Level of theory: the ωB97M-V functional and the def2-TZVPD basis

```
52
Properties=species:S:1:pos:R:3:forces:R:3:nbo_charge:R:1
C 2.9716 1.3086 1.0979 1.5 0.2 0.7 -0.2689
O 2.1267 0.2545 0.5153 -0.6 2.9 -2.6 -0.7419
B 1.6946 0.6399 -0.8723 1.3 -0.2 1.3 1.3683
O 2.5032 1.6537 -1.6276 -0.2 -3.3 1.4 -0.9777
N 0.4196 -0.0080 -1.3769 0.8 1.3 -2.0 -0.7960
C -0.5764 1.0165 -1.8699 -0.9 0.1 1.4 -0.2325
C -1.8353 1.0115 -0.7692 0.4 1.1 -1.0 0.2025
C -3.1123 1.9401 -1.2829 -0.1 -0.7 1.2 -0.6840
F -2.3177 -0.4106 -0.6241 0.8 2.9 -0.2 -0.4143
C 0.6682 -1.1219 -2.3668 0.4 -3.0 0.1 -0.1120
C 0.1982 -2.5723 -1.6850 -1.0 0.9 0.4 -0.4622
C 0.7157 -2.7681 -0.1419 1.1 -1.2 0.5 0.1999
C 0.7635 -4.3789 0.2976 -0.9 1.4 -0.4 -0.6595
F -0.1866 -2.1095 0.8726 1.5 -1.2 -2.1 -0.4257
C 2.2304 -1.3226 -2.8198 6.0 -0.4 -2.8 0.6803
O 2.6228 -0.6882 -3.9595 -2.6 -2.5 5.2 -0.7418
O 3.2417 -2.1564 -2.1504 -5.9 3.9 -2.2 -0.8299
H 4.0811 1.1233 0.7027 -2.3 0.8 0.9 0.1859
H 3.0254 1.2311 2.2826 -0.3 -0.2 -2.6 0.1874
H 2.5994 2.4109 0.8707 0.8 -2.4 0.2 0.1775
H 3.3815 1.1587 -1.7848 -1.8 1.1 0.2 0.5189
H -0.0588 2.0908 -1.8617 -1.4 -2.0 -0.2 0.2091
H -1.0660 0.7815 -2.9059 1.3 0.4 1.8 0.2104
H -1.3985 1.4178 0.2644 -1.3 -1.4 -2.1 0.1908
H -2.8869 3.0767 -1.1014 -0.3 -2.2 -0.4 0.2201
H -3.4145 1.7535 -2.3979 0.8 0.3 2.1 0.2180
H -4.0224 1.6481 -0.5837 1.8 0.7 -1.5 0.2360
H 0.0356 -1.0414 -3.3653 1.5 0.3 2.1 0.2199
H -0.9931 -2.5133 -1.6515 2.5 -0.3 0.1 0.2090
H 0.4969 -3.4653 -2.3904 -0.5 1.8 1.7 0.2513
H 1.8174 -2.3684 0.0566 -2.6 -0.4 -0.7 0.2282
H 0.8874 -4.4083 1.4613 -0.2 -0.1 -2.2 0.2121
H -0.2881 -4.8296 -0.0291 2.4 0.6 0.8 0.2026
H 1.6670 -4.8949 -0.2387 -1.8 1.0 1.0 0.2224
O 0.8708 -5.2403 -3.7333 0.3 -0.5 -0.2 -0.9416
H 1.7925 -5.1503 -3.4481 -0.2 0.2 0.0 0.4845
H 0.8697 -6.0469 -4.2703 0.0 0.3 0.2 0.4620
O 5.4282 2.5898 2.5310 0.4 0.1 0.6 -0.9446
H 6.0289 3.3356 2.3833 -0.4 -0.1 -0.2 0.4835
H 5.5759 2.3506 3.4584 -0.1 0.0 -0.4 0.4617
O -4.2823 0.0087 1.3533 -0.5 -0.3 0.3 -0.9818
H -3.7034 -0.2409 0.6175 0.3 0.0 0.0 0.5019
H -4.6813 -0.8293 1.6319 0.2 0.3 -0.1 0.4685
O -5.8633 1.2342 4.1302 0.3 0.0 0.2 -0.9665
H -5.1251 1.1150 4.7465 -0.2 0.0 -0.3 0.4696
H -5.4555 1.1426 3.2560 -0.1 0.0 0.1 0.4977
O -8.2187 2.9610 5.8024 0.4 0.0 0.4 -0.9484
H -7.5088 2.3928 5.4677 -0.1 0.1 -0.2 0.4876
H -7.8623 3.3182 6.6297 -0.2 -0.1 -0.3 0.4594
O 5.6517 4.5620 0.5831 -0.2 0.2 -0.5 -0.9572
H 5.4599 3.7970 0.0202 0.0 0.1 0.2 0.4853
H 5.0322 5.2405 0.2751 0.2 -0.3 0.2 0.4743
```
Positions in Å, forces in eV/Å.

## Properties
- electronic energy (eV) = -37878.3162
- net charge = -1

=====

[3]
Formula: C9H29BN2O2P
Source: OMol25
Level of theory: the ωB97M-V functional and the def2-TZVPD basis

```
44
Properties=species:S:1:pos:R:3:forces:R:3:nbo_charge:R:1
C -0.1583 1.3599 0.1576 0.1 0.1 -0.1 -0.2458
O -0.6713 2.6446 0.3946 -0.2 -0.1 0.2 -0.7603
B -1.8843 3.0591 -0.1818 0.1 0.0 0.0 0.8392
O -2.1291 2.6292 -1.4824 0.1 0.0 -0.1 -0.9443
P -3.0503 4.3495 0.8475 0.0 0.1 0.0 0.4090
C -4.4489 3.0389 1.2069 0.0 -0.1 0.1 -0.7455
C -4.9766 2.3190 -0.0280 0.0 0.0 -0.1 -0.2430
N -4.5916 0.8859 -0.0955 0.0 0.0 0.1 -0.8569
H 0.1369 1.1898 -0.8898 0.0 0.0 0.0 0.1308
H 0.7367 1.2260 0.7676 0.0 0.0 0.0 0.1814
H -0.8833 0.5890 0.4431 0.0 0.0 -0.1 0.1629
H -1.3577 2.1897 -1.8650 -0.1 0.0 0.0 0.4476
H -3.7700 4.7357 -0.4058 0.0 0.0 0.0 -0.2024
H -3.8039 5.4035 1.6059 0.0 -0.1 0.0 -0.2216
H -2.3346 3.9719 2.0987 0.0 0.0 -0.1 -0.1917
H -1.9823 5.3730 0.5569 -0.1 0.0 0.0 -0.1684
H -4.0318 2.3120 1.9204 0.0 0.1 0.0 0.1766
H -5.2418 3.5821 1.7351 0.0 0.0 0.0 0.1965
H -4.5841 2.8406 -0.9116 -0.1 0.0 0.0 0.1906
H -6.0684 2.3809 -0.0869 0.0 0.0 0.0 0.1580
H -4.1448 0.7066 -0.9863 0.0 0.0 0.0 0.3462
H -3.8770 0.7220 0.6042 0.0 0.0 0.0 0.3416
C 0.5157 -3.2536 0.2102 0.0 0.0 0.0 -0.6176
C 1.5596 -2.5370 -0.6318 0.0 0.0 0.0 -0.2140
N 2.6406 -1.9755 0.1600 0.0 -0.1 0.0 -0.4491
C 3.4702 -1.0348 -0.5701 0.0 0.1 0.0 -0.2054
C 4.2947 -1.5641 -1.7507 0.0 0.0 0.0 -0.6349
C 3.3376 -2.9081 1.0289 0.0 0.0 0.0 -0.2137
C 3.9725 -4.1480 0.3843 0.0 0.0 0.0 -0.6372
H 0.1490 -2.5980 1.0010 0.0 0.0 0.0 0.2187
H -0.3291 -3.5410 -0.4166 0.0 0.0 0.0 0.2141
H 0.9081 -4.1622 0.6696 0.0 0.0 0.0 0.1953
H 1.0784 -1.7009 -1.1471 0.0 0.0 0.0 0.2010
H 1.9171 -3.2204 -1.4199 0.0 0.0 0.0 0.1522
H 4.1412 -0.5570 0.1492 0.0 0.0 0.0 0.1901
H 2.8084 -0.2440 -0.9357 0.0 0.0 0.0 0.1959
H 5.1437 -2.1644 -1.4241 0.0 0.0 0.0 0.1953
H 4.6870 -0.7250 -2.3285 0.0 0.0 0.0 0.2104
H 3.6880 -2.1713 -2.4242 0.0 0.0 0.0 0.2030
H 2.6351 -3.2434 1.7953 0.0 0.0 0.0 0.1920
H 4.1054 -2.3376 1.5579 0.0 0.0 0.0 0.1936
H 3.2803 -4.6372 -0.3034 0.0 0.0 0.0 0.2029
H 4.2322 -4.8733 1.1581 0.0 0.0 0.0 0.2069
H 4.8812 -3.9124 -0.1682 0.0 0.0 0.0 0.2000
```
Positions in Å, forces in eV/Å.

## Properties
- electronic energy (eV) = -26842.1333
- net charge = -1

=====

[4]
Formula: C9H29INO6
Source: OMol25
Level of theory: the ωB97M-V functional and the def2-TZVPD basis

```
46
Properties=species:S:1:pos:R:3:forces:R:3:nbo_charge:R:1
I -4.4209 8.4757 -24.0600 -0.4 -0.3 0.3 -0.5270
O -3.0173 10.6580 -25.8108 0.9 1.1 -0.6 -0.9637
H -3.6060 10.1165 -25.2850 0.1 -0.2 0.1 0.4535
H -2.4940 10.0299 -26.3086 0.1 -0.2 0.0 0.4522
O -5.2883 6.4415 -26.0038 1.3 -2.9 -4.0 -0.9679
H -4.8061 7.2305 -25.7563 0.9 0.7 -0.1 0.4768
H -4.6497 5.9088 -26.4778 -1.4 -0.2 0.1 0.4896
O -4.2088 10.8151 -22.3738 0.0 1.8 1.4 -0.9768
H -3.4119 11.2827 -22.6240 0.2 0.2 -0.1 0.4534
H -4.1622 9.9880 -22.8533 0.1 0.1 0.3 0.4271
O -5.8985 10.6304 -25.7093 -0.7 1.2 -0.8 -0.9710
H -5.3118 10.0201 -25.2626 -0.4 -0.1 0.0 0.4415
H -6.7517 10.1967 -25.6954 -0.2 -0.3 0.1 0.4664
O -6.9310 7.3920 -25.0244 -4.0 1.8 1.7 -1.0037
H -6.6732 7.8468 -24.2226 -0.6 0.0 0.1 0.4480
H -6.1299 6.9632 -25.3253 -2.1 -0.4 0.8 0.4474
C 0.4577 6.9224 -22.8791 -0.4 0.9 1.1 -0.6637
C -0.5259 7.6747 -23.7361 -0.7 0.7 -0.5 0.1420
C 0.2517 8.2525 -24.9204 -0.3 -0.7 -0.9 -0.4153
C 0.5543 7.2184 -25.9744 -0.1 -1.2 -1.0 -0.4126
C -0.7250 6.4978 -26.5280 0.7 -0.3 2.0 -0.3998
C -1.5976 5.8337 -25.3152 -0.3 0.1 -0.7 0.1620
N -1.7307 6.8506 -24.2080 1.1 1.2 -1.1 -0.2253
O -2.5879 6.4855 -23.1552 2.7 -2.1 0.1 -0.6338
C -3.0042 5.5502 -25.9556 1.6 0.0 -0.3 -0.6540
C -1.0342 4.4764 -24.7674 -0.5 1.1 0.0 -0.6537
C -0.9780 8.9634 -22.9783 -1.5 -0.8 0.9 -0.6442
H 1.2153 6.4295 -23.4883 -0.3 -0.8 0.5 0.2028
H -0.1417 6.4405 -22.1067 0.3 -1.2 -0.3 0.2352
H 0.9529 7.6669 -22.2558 0.5 0.2 -0.2 0.2036
H -0.3611 9.0635 -25.3138 0.4 0.2 -0.2 0.2155
H 1.2321 8.5656 -24.5615 -0.2 0.7 0.2 0.2049
H 1.3318 6.5467 -25.6104 -0.6 -1.0 0.9 0.1904
H 1.2322 7.5103 -26.7765 -0.7 1.2 -0.7 0.2078
H -0.4608 5.7450 -27.2707 0.1 -0.4 0.3 0.2042
H -1.3161 7.1990 -27.1171 -0.3 0.3 0.5 0.2041
H -3.4402 6.4373 -26.4150 1.6 0.6 1.2 0.2019
H -3.0655 5.0222 -26.9072 1.5 -1.1 -0.2 0.2023
H -3.6885 4.9708 -25.3357 0.2 0.6 0.5 0.2380
H 0.0219 4.6321 -24.5469 0.1 -0.6 -0.3 0.2075
H -1.5178 4.2201 -23.8247 -0.1 0.5 0.2 0.2284
H -1.3348 3.6453 -25.4053 0.8 0.0 -0.4 0.2033
H -1.5122 8.7217 -22.0595 0.2 -0.5 0.4 0.2206
H -1.7936 9.5123 -23.4491 0.5 0.1 -0.8 0.2409
H -0.1850 9.6365 -22.6524 0.3 -0.2 -0.5 0.2031
H -3.3120 7.1070 -23.2605 -0.4 0.1 0.3 0.4382
```
Positions in Å, forces in eV/Å.

## Properties
- electronic energy (eV) = -31675.3943
- net charge = -1

=====

[5]
Formula: C9H29N3O7
Source: OMol25
Level of theory: the ωB97M-V functional and the def2-TZVPD basis

```
48
Properties=species:S:1:pos:R:3:forces:R:3:nbo_charge:R:1
C 3.4231 2.0656 0.2262 1.9 -0.5 2.4 -0.6895
C 3.3617 0.9287 -0.7170 -1.4 0.9 -1.0 0.6852
O 3.1185 1.1410 -1.9113 0.7 0.0 -0.5 -0.7336
N 3.4449 -0.2606 -0.2062 -0.1 -2.5 1.0 -0.6090
C 3.2568 -1.5076 -0.9320 0.8 -0.8 -0.1 -0.4193
H 4.5207 2.2754 0.4304 -1.2 -0.2 -0.1 0.2276
H 2.9319 1.8823 1.2386 0.5 0.3 -1.6 0.2254
H 3.0450 2.8739 -0.3137 -0.8 1.5 -0.3 0.2310
H 3.2577 -0.3797 0.7983 0.7 0.3 -0.4 0.4405
H 2.8161 -2.2451 -0.2313 0.1 0.5 -0.5 0.2033
H 4.2302 -1.9452 -1.2734 -0.6 0.4 0.3 0.1958
H 2.6475 -1.4204 -1.8329 -0.2 0.3 0.2 0.2137
C -3.6766 0.6368 0.1980 1.9 1.7 0.8 -0.7235
C -3.2153 0.1060 -1.1277 0.2 0.3 0.7 0.6873
O -2.6164 -0.9545 -1.2031 -0.2 -0.4 -0.6 -0.6683
N -3.4656 0.8723 -2.2133 -0.3 0.1 0.1 -0.6105
C -4.0604 2.2130 -2.2618 0.4 -0.3 -0.2 -0.4243
H -3.5121 -0.0425 1.0346 -0.6 -0.3 -0.5 0.2551
H -4.6147 1.1196 0.0940 -1.3 -0.2 0.3 0.2310
H -3.0580 1.5309 0.5317 -0.2 -0.8 -0.7 0.2213
H -3.2823 0.3983 -3.0818 0.2 0.2 -0.1 0.4006
H -3.8197 2.7950 -1.3565 -0.6 -0.5 -0.2 0.2159
H -5.1279 2.1564 -2.5414 0.4 0.3 0.5 0.2035
H -3.5311 2.7619 -3.0317 0.0 0.1 -0.4 0.2173
C 1.7851 -2.9325 2.7171 -1.6 -0.9 0.1 -0.7143
C 2.0237 -1.4747 2.7243 0.1 -1.3 -1.0 0.6940
O 3.1148 -1.0779 2.2981 -0.6 0.7 0.9 -0.6858
N 1.0107 -0.7359 3.1840 -0.1 0.9 0.0 -0.6001
C 1.2156 0.7037 3.1675 0.7 0.4 0.0 -0.4440
H 0.7747 -3.2506 2.3569 0.7 0.6 0.1 0.2480
H 1.8329 -3.2538 3.7438 0.2 -0.4 0.5 0.2303
H 2.5344 -3.4157 2.1342 0.5 -0.4 -0.3 0.2348
H 0.0669 -1.1464 3.2783 1.1 0.4 -0.2 0.4241
H 0.9223 1.1581 2.2150 -0.5 0.0 0.3 0.2196
H 2.3013 0.9001 3.2096 -0.4 -0.4 0.1 0.2298
H 0.8075 1.1701 4.0613 -0.4 0.1 -0.2 0.2032
O 0.4139 1.2528 -0.1679 -0.1 0.0 -0.3 -0.9987
H 0.5546 1.4934 -1.1222 -0.5 -0.1 0.8 0.5171
H -0.4513 1.5731 0.1433 0.6 -0.1 -0.7 0.4691
O 0.8833 2.0007 -3.0335 -0.1 1.7 1.1 -0.9878
H 0.7649 1.2409 -3.5670 0.2 -1.2 -0.7 0.4714
H 1.8328 2.0642 -2.7913 -0.3 -0.5 -0.2 0.5167
O -0.8508 -1.9475 0.7149 -0.3 -0.6 0.6 -0.9840
H -0.3086 -1.3463 0.2175 0.5 0.6 -0.4 0.4814
H -1.6298 -2.0510 0.1512 0.0 0.2 0.0 0.4980
O -5.5930 -2.5798 -1.8699 -0.1 0.4 -0.3 -0.9403
H -5.0126 -3.2857 -1.5854 0.2 -0.1 0.1 0.4726
H -5.0676 -2.0607 -2.4964 -0.1 -0.2 0.3 0.4683
```
Positions in Å, forces in eV/Å.

## Properties
- electronic energy (eV) = -28607.5829